1.
Formula: C35H46N3SSbSi3Ta
Source: the Open Molecules 2025 dataset
Level of theory: the ωB97M-V functional and the def2-TZVPD basis

```
! RIJCOSX wB97M-V def2-TZVPD def2/J DEFGRID3
* xyz 3 1
Ta -0.04 0.02 0.26
C 2.65 -3.17 -0.38
Sb 2.80 -1.60 1.10
C 1.91 0.39 0.25
C 2.89 1.28 0.96
C 2.66 1.75 2.26
C 3.63 2.53 2.86
C 4.80 2.82 2.17
C 4.94 2.32 0.88
N 4.01 1.56 0.30
Si 2.34 0.38 -1.73
C 3.99 -0.39 -2.11
C 0.86 -0.57 -2.47
C 2.29 2.07 -2.47
C 1.17 -2.20 2.50
C 0.45 -1.05 3.12
C 0.33 -0.88 4.51
C -0.48 0.09 5.06
C -1.23 0.93 4.23
C -1.08 0.78 2.88
N -0.26 -0.17 2.33
Si 2.23 -3.27 3.77
C 3.30 -4.45 2.80
C 1.13 -4.23 4.93
C 3.43 -2.13 4.66
Si -0.18 -3.26 1.67
C -0.50 -2.46 -0.08
C -1.72 -3.16 2.72
C 0.19 -5.04 1.31
H 3.27 -2.89 -1.24
H 1.68 -3.49 -0.75
H 3.12 -4.02 0.10
H 1.73 1.54 2.77
H 3.48 2.91 3.87
H 5.58 3.42 2.61
H 5.83 2.53 0.30
H 4.34 -1.23 -1.52
H 4.72 0.42 -2.01
H 3.97 -0.71 -3.16
H 0.87 -1.65 -2.38
H 0.91 -0.34 -3.54
H -0.15 -0.19 -2.20
H 2.97 2.77 -1.99
H 1.30 2.51 -2.54
H 2.65 1.93 -3.50
H 0.87 -1.54 5.17
H -0.55 0.18 6.13
H -1.89 1.68 4.62
H -1.61 1.41 2.18
H 2.78 -5.11 2.11
H 3.77 -5.11 3.55
H 4.14 -3.98 2.29
H 0.64 -5.07 4.42
H 0.35 -3.65 5.43
H 1.76 -4.66 5.71
H 4.25 -1.85 4.00
H 3.87 -2.71 5.48
H 3.02 -1.22 5.09
H -1.34 -1.77 -0.24
H -0.83 -3.26 -0.75
H 0.43 -2.15 -0.59
H -2.18 -2.17 2.79
H -1.44 -3.47 3.73
H -2.48 -3.86 2.37
H 0.98 -5.23 0.59
H -0.73 -5.48 0.92
H 0.42 -5.59 2.23
S -4.31 1.77 -0.94
C -4.69 0.10 -0.68
C -5.94 -0.49 -0.84
C -6.05 -1.83 -0.54
C -4.95 -2.54 -0.08
C -3.71 -1.95 0.08
C -3.56 -0.60 -0.24
N -2.40 0.22 -0.18
C -2.71 1.47 -0.50
C -1.68 2.51 -0.43
C -2.02 3.84 -0.61
C -1.04 4.82 -0.53
C 0.27 4.45 -0.27
C 0.60 3.12 -0.10
C -0.36 2.09 -0.15
H -6.79 0.08 -1.18
H -7.01 -2.33 -0.65
H -5.06 -3.59 0.18
H -2.91 -2.54 0.48
H -3.04 4.13 -0.82
H -1.30 5.86 -0.67
H 1.04 5.21 -0.21
H 1.64 2.90 0.07
*
```

Calculated values
- HOMO-LUMO gap: 6.16 eV
- E_tot: -3088.6431 Ha
- Highest occupied orbital energy: -16.4 eV

2.
Formula: C2H4IN3S
Source: the Open Molecules 2025 dataset
Level of theory: the ωB97M-V functional and the def2-TZVPD basis

```
! RIJCOSX wB97M-V def2-TZVPD def2/J DEFGRID3
* xyz 0 1
C 0.23 0.02 1.42
C 0.59 1.90 -0.01
N 0.85 0.91 0.91
N -1.81 -1.83 -0.89
N -0.40 -1.03 1.30
S -0.46 -1.20 -0.59
I 1.45 -2.77 -0.96
H -0.39 1.82 -0.49
H 0.70 2.94 0.50
H 1.44 1.93 -0.73
H -2.21 -2.68 -0.45
*
```

Calculated values
- HOMO-LUMO gap: 8.43 eV
- E_tot: -938.6302 Ha
- Highest occupied orbital energy: -9.5 eV

3.
Formula: C2H14O5
Source: the Open Molecules 2025 dataset
Level of theory: the ωB97M-V functional and the def2-TZVPD basis

```
! RIJCOSX wB97M-V def2-TZVPD def2/J DEFGRID3
* xyz 0 1
C -1.86 0.08 0.99
C -2.87 0.14 0.14
H -1.15 0.80 1.38
H -1.65 -0.91 1.39
H -3.14 1.12 -0.26
H -3.52 -0.70 -0.07
O 1.44 -1.41 1.51
H 1.00 -1.94 2.18
H 1.45 -1.76 0.60
O 0.42 -2.08 -0.85
H -0.15 -2.85 -0.89
H -0.01 -1.37 -1.40
O 1.77 1.57 1.70
H 2.62 1.96 1.88
H 1.74 0.61 1.60
O 0.18 1.89 -0.70
H 0.98 1.74 -0.18
H -0.58 1.56 -0.20
O 0.08 0.01 -2.54
H 1.00 -0.09 -2.78
H 0.04 0.82 -2.02
*
```

Calculated values
- HOMO-LUMO gap: 11.08 eV
- E_tot: -460.7668 Ha
- SMILES: C=C.O.O.O.O.O
- Highest occupied orbital energy: -10.4 eV

4.
Formula: C5H8Cl2FN
Source: the Open Molecules 2025 dataset
Level of theory: the ωB97M-V functional and the def2-TZVPD basis

```
! RIJCOSX wB97M-V def2-TZVPD def2/J DEFGRID3
* xyz 0 1
C 1.05 1.02 0.03
C -1.95 1.04 0.14
C -1.48 -1.43 -0.18
C 3.42 -0.20 -0.38
C -1.08 -0.14 0.54
N 0.31 0.10 0.26
F 4.20 0.24 0.62
Cl 1.15 2.67 -0.15
Cl 2.90 -1.82 -0.19
H -3.00 0.80 0.29
H -1.71 1.92 0.72
H -1.80 1.28 -0.92
H -1.50 -1.27 -1.25
H -2.46 -1.75 0.15
H -0.76 -2.21 0.04
H 3.84 0.04 -1.35
H -1.14 -0.30 1.62
*
```

Calculated values
- HOMO-LUMO gap (spin up / spin down): 8.45 / 7.94 eV
- E_tot: -1270.1784 Ha
- Highest occupied orbital energy (spin up / spin down): -8.2 / -7.6 eV

5.
Formula: C19H15N3O2
Source: the Open Molecules 2025 dataset
Level of theory: the ωB97M-V functional and the def2-TZVPD basis

```
! RIJCOSX wB97M-V def2-TZVPD def2/J DEFGRID3
* xyz 0 1
C -0.93 -3.36 0.54
C -1.42 -2.05 1.05
N -1.00 -0.79 0.58
C -1.56 0.28 1.24
C -1.19 1.70 1.09
C -1.39 2.52 2.23
C -1.12 3.89 2.16
C -0.59 4.43 1.00
C -0.42 3.62 -0.15
C -0.73 2.24 -0.13
O -0.66 1.45 -1.27
C 0.48 1.32 -2.03
C 0.38 1.01 -3.38
C 1.52 0.74 -4.13
C 2.79 0.82 -3.59
C 2.89 1.16 -2.23
C 1.75 1.34 -1.44
C -2.52 -0.28 2.07
C -3.55 0.23 3.01
N -4.37 -0.56 3.70
N -4.21 -1.96 3.64
C -3.32 -2.59 2.74
O -3.41 -3.81 2.60
C -2.40 -1.75 1.96
H -1.06 -3.40 -0.52
H 0.13 -3.43 0.79
H -1.42 -4.20 1.08
H -0.24 -0.66 -0.05
H -1.70 2.13 3.19
H -1.33 4.51 3.03
H -0.27 5.46 0.95
H -0.04 4.08 -1.07
H -0.62 0.90 -3.87
H 1.40 0.51 -5.19
H 3.71 0.70 -4.18
H 3.87 1.24 -1.78
H 1.88 1.52 -0.37
H -3.68 1.31 3.08
H -4.92 -2.58 4.02
*
```

Calculated values
- HOMO-LUMO gap: 8.19 eV
- E_tot: -1047.7637 Ha
- SMILES: Cc1[nH]c(-c2ccccc2Oc2ccccc2)c2cn[nH]c(=O)c12
- Highest occupied orbital energy: -7.9 eV